66
Properties=species:S:1:pos:R:3:forces:R:3:mulliken_spin:R:1 method="wB97M-V/def2-TZVPD" lumo_energy_ha="0.0703 / 0.0398" homo_energy_ev="-3.77 / -3.77" multiplicity=2 largest_force_ev_per_a=6.24 s2=0.75 total_charge=-1 homo_lumo_gap_ev="5.68 / 4.85"
N -2.9468 -0.8343 4.1115 -0.299 -0.435 -0.960 0.000
P -4.6395 -1.1859 3.7083 -0.611 -0.743 1.295 0.000
O -4.6241 -2.8371 3.1570 0.025 0.987 -0.814 0.000
Ga -5.3764 0.0947 1.8588 0.933 0.298 -0.865 0.000
C -4.6743 -0.6692 0.0326 0.233 0.591 -0.085 0.000
C -3.2646 -1.4299 0.1599 -1.013 -1.342 -0.037 0.000
S -1.8319 -0.4687 -0.5896 0.937 0.190 1.214 0.000
C -0.5484 -0.1520 0.6823 0.971 -0.313 3.834 0.000
N -0.5597 -0.4294 2.0946 0.231 0.949 -5.041 0.000
N 0.6087 0.0150 2.6361 2.586 2.361 -5.167 0.000
C 1.3649 0.5939 1.5618 -2.821 -1.860 2.363 0.000
O 0.6782 0.4928 0.3154 -1.464 -1.023 3.294 0.000
C -4.7635 2.0567 1.9205 1.190 5.425 0.297 -0.001
C -5.6923 3.2802 2.2869 4.357 -0.192 -1.189 0.000
C -5.0323 4.6655 2.2281 -0.715 -1.466 -0.003 0.000
N -3.7184 5.0575 1.8834 -0.764 -3.736 0.107 0.000
C -2.8303 3.9982 1.5710 -3.305 -2.161 0.463 0.000
C -3.3160 2.5435 1.5776 -1.388 1.098 0.426 0.000
C -7.4713 0.1162 1.9388 1.354 -0.486 0.571 0.000
F -7.9225 0.8369 0.7898 -0.346 -1.185 2.168 0.000
F -7.8597 0.7384 3.1913 -0.240 -0.752 -2.552 0.000
C -8.0755 -1.3640 1.9753 -2.030 -0.449 0.245 0.000
F -8.0340 -1.9480 3.2554 0.134 1.361 -2.935 0.000
F -9.4594 -1.3061 1.6070 2.609 -0.559 0.598 0.000
F -7.4494 -2.2740 1.0884 -1.234 2.071 1.805 0.000
H -2.7136 0.0676 3.6726 0.358 -0.734 0.090 0.000
H -2.3406 -1.5847 3.7271 -0.309 0.994 0.136 0.000
H -4.9388 -2.8902 2.2302 0.398 0.043 0.723 0.000
H -5.4902 -1.3780 -0.3311 1.327 0.844 0.044 0.000
H -4.5834 0.2545 -0.6563 -0.193 -1.657 0.828 0.000
H -3.3477 -2.3798 -0.4955 0.550 1.458 0.949 0.000
H -3.0304 -1.8068 1.2131 -0.072 0.861 -1.373 0.000
H 2.3790 1.0934 1.6481 -1.656 -0.864 -0.486 0.001
H -6.7919 3.1143 2.5713 1.937 0.509 -0.465 0.000
H -5.7348 5.5374 2.5063 1.354 -1.337 -0.536 0.000
H -1.7485 4.2060 1.2652 -1.817 -0.057 0.585 0.000
H -2.5513 1.7374 1.2846 -1.228 1.354 0.499 0.000
C 4.5310 -2.6181 -2.5056 0.426 -0.228 -0.019 0.012
C 4.0044 -1.2263 -2.0472 -0.768 -1.866 -0.686 0.042
C 3.7030 -0.3179 -3.2642 0.181 0.479 0.041 0.022
C 4.9273 0.3267 -3.9015 0.002 -0.071 -0.033 -0.019
C 5.7781 1.0180 -2.8443 -0.375 0.010 -0.070 0.018
C 6.1751 0.0651 -1.7000 2.002 -0.103 -0.314 0.031
N 4.9917 -0.6256 -1.0947 -2.309 3.605 0.613 0.307
O 4.3323 0.2853 -0.3326 1.333 -1.884 -0.771 0.609
C 7.1917 -0.9634 -2.2476 -0.069 -0.330 -0.252 0.014
C 6.9889 0.8563 -0.6468 -0.579 0.085 0.331 -0.007
C 2.6339 -1.5431 -1.3916 0.198 0.660 0.513 -0.027
H 5.5181 -2.8569 -2.1084 -0.042 0.180 -0.074 -0.009
H 3.8977 -3.4332 -2.1440 -0.118 0.250 -0.084 -0.001
H 4.5789 -2.7009 -3.5946 0.039 0.028 0.053 0.000
H 3.0279 0.4899 -2.9566 0.063 -0.126 0.198 0.001
H 3.1610 -0.8852 -4.0281 0.007 -0.149 0.277 0.001
H 5.5114 -0.4219 -4.4463 0.043 0.021 0.056 0.001
H 4.6050 1.0612 -4.6462 0.010 -0.080 0.029 0.002
H 6.6740 1.4335 -3.3190 0.072 -0.154 0.248 0.000
H 5.2231 1.8762 -2.4466 -0.004 -0.167 0.152 0.004
H 7.4767 -1.6878 -1.4784 -0.107 0.082 -0.035 -0.007
H 8.1099 -0.4648 -2.5761 -0.211 0.139 0.153 0.000
H 6.8314 -1.5151 -3.1172 -0.048 0.004 0.132 0.001
H 6.4448 1.7172 -0.2514 -0.110 -0.225 -0.020 0.000
H 7.9119 1.2502 -1.0845 -0.182 -0.227 -0.188 0.000
H 7.2733 0.2154 0.1934 -0.113 0.027 -0.080 0.000
H 2.7534 -2.1396 -0.4810 0.068 0.098 -0.094 -0.004
H 2.0028 -2.1149 -2.0792 0.349 0.019 -0.115 0.000
H 2.0720 -0.6420 -1.1374 0.262 -0.123 0.013 0.010

=====

24
Properties=species:S:1:pos:R:3:forces:R:3:mulliken_spin:R:1 method="wB97M-V/def2-TZVPD" lumo_energy_ha="-0.1683 / -0.3049" homo_energy_ev="-13.08 / -13.08" multiplicity=2 largest_force_ev_per_a=1.86 s2=0.77 total_charge=+1 homo_lumo_gap_ev="8.51 / 4.78"
C -0.2481 0.7565 -3.3770 0.178 0.508 -0.525 0.030
C 0.5366 -1.8784 -0.7971 0.442 0.552 -0.401 0.078
C 1.7170 -1.2983 -0.2445 -0.198 -0.119 0.829 0.287
C -0.1014 -1.1889 -1.7808 -0.525 -0.480 -0.015 0.091
C 0.3723 0.0554 -2.2660 0.246 -0.053 0.933 0.231
C 2.1755 -0.0088 -0.6136 -0.536 -0.653 -0.061 0.031
C 1.4728 0.6613 -1.5637 0.363 -0.184 -0.024 0.151
H 0.1399 -2.8309 -0.4821 0.181 -0.048 0.259 0.004
H 2.1950 -1.7754 0.6073 0.044 -0.160 -0.256 0.005
H -1.0197 -1.5964 -2.1723 -0.072 -0.011 -0.324 0.002
H 3.0275 0.4028 -0.0941 0.009 0.164 -0.114 0.006
H 0.5181 1.2698 -3.9557 0.114 0.059 -0.147 0.018
H -0.8617 1.5781 -2.9952 -0.173 0.079 0.208 0.056
H 1.7793 1.6501 -1.8097 0.067 0.667 -0.388 0.001
H -0.8565 0.1633 -4.0430 -0.161 -0.327 0.066 0.003
C -0.9373 -0.0852 2.7471 -0.513 -1.606 0.785 0.002
C -1.1110 1.3182 3.2508 0.953 0.330 -0.833 0.001
O -2.1776 -0.7942 2.5639 0.184 0.288 -0.541 0.001
H -0.3169 -0.1618 1.8541 0.000 0.351 -0.408 0.004
H -0.4385 -0.7502 3.4646 0.145 0.528 0.143 -0.001
H -1.5669 1.3942 4.2261 -0.280 -0.085 0.081 0.000
H -2.5561 -0.5731 1.7034 -0.020 0.110 0.280 0.000
H -1.6204 1.9093 2.4954 -0.544 0.107 0.117 0.000
H -0.1220 1.7827 3.2821 0.098 -0.017 0.336 0.000

=====

Number 1: electronic energy -120901.066 eV. Number 2: electronic energy -11598.374 eV.